Entry 1:
Molecular formula: C27H49FeN4O10P2Se
Method: DFT, ωB97M-V with the def2-TZVPD basis set

Computed properties:
* <S²>: 6.007
* ΔE to the lowest compared entry with this formula, charge and spin: 44.6 kJ/mol
* calculated total energy: -6377.69149 hartree
* spin multiplicity: 5
* charge: +1
* HOMO-LUMO gap (alpha / beta): 8.773 / 8.710 eV
* HOMO level (alpha / beta): -0.379 / -0.379 hartree

Each line ends with the Löwdin spin population.
Positions of all 94 atoms, in Å:
Fe: -1.39916 0.43451 -1.16999  3.762
C: -3.22336 -4.74304 0.99943  0.000
C: -2.69614 -3.35132 0.69854  0.000
C: -3.72368 -2.25637 0.92998  0.001
O: -1.54827 -3.15690 1.55693  0.001
P: -0.58497 -1.91769 1.30438  0.004
O: -0.67405 -1.40170 -0.07854  0.034
C: -1.03636 -0.64667 2.55782  0.000
P: -0.07468 0.82547 2.08665  0.003
O: -0.32939 1.30744 0.71580  0.019
O: -0.36637 2.02749 3.07381  0.001
C: -0.07848 1.95711 4.48267  0.000
C: -1.38495 1.81235 5.24683  0.000
C: 0.67515 3.22219 4.86707  0.000
O: 1.36594 0.25829 2.41353  0.000
C: 2.58751 0.90371 1.99134  0.000
C: 3.50817 0.93545 3.20462  0.000
C: 3.17156 0.10299 0.84038  0.000
O: 0.89172 -2.38808 1.53138  0.001
C: 1.43884 -3.44909 2.33162  0.000
C: 1.06156 -4.80507 1.75142  0.000
C: 1.02918 -3.30449 3.78525  0.000
H: -4.09933 -4.94213 0.39310  0.000
H: -3.49411 -4.82151 2.04807  0.000
H: -2.47006 -5.49199 0.77353  0.000
H: -2.34990 -3.28881 -0.33764  0.000
H: -4.01331 -2.22380 1.97715  0.000
H: -4.60458 -2.44912 0.32547  0.000
H: -3.31066 -1.29246 0.62617  0.002
H: -0.80780 -0.98578 3.56346  0.000
H: -2.09575 -0.40930 2.48024  0.000
H: 0.55810 1.08177 4.66530  0.000
H: -2.02192 2.67081 5.05208  0.000
H: -1.18659 1.74660 6.31288  0.000
H: -1.90776 0.91312 4.93308  0.000
H: 0.04967 4.09331 4.69389  0.000
H: 1.57436 3.31673 4.26365  0.000
H: 0.96036 3.18767 5.91510  0.000
H: 2.33649 1.91733 1.65621  0.000
H: 3.65090 -0.07763 3.57685  0.000
H: 3.07721 1.54575 3.99528  0.000
H: 4.47222 1.35052 2.92768  0.000
H: 3.30659 -0.93210 1.14287  0.000
H: 4.12909 0.52377 0.54864  0.000
H: 2.49476 0.12884 -0.00952  0.000
H: 2.52052 -3.29186 2.23356  0.000
H: 0.02339 -5.03105 1.97781  0.000
H: 1.69841 -5.57877 2.17305  0.000
H: 1.19110 -4.78898 0.67147  0.000
H: -0.04595 -3.44325 3.87807  0.000
H: 1.30894 -2.31855 4.15011  0.000
H: 1.53487 -4.05874 4.38202  0.000
O: 3.17572 3.73081 -1.55016  0.001
C: 3.32202 2.46117 -1.94172  0.001
C: 4.60588 1.92107 -2.07600  0.000
C: 4.78220 0.62298 -2.50759  0.000
C: 3.68737 -0.18813 -2.78907  0.000
C: 2.41729 0.32017 -2.62759  0.000
C: 2.21672 1.63959 -2.23003  0.001
C: 0.82584 2.15952 -2.10669  0.009
O: 0.62430 3.32713 -1.73835  0.007
O: -0.11467 1.35532 -2.43505  0.055
H: 2.19996 3.91250 -1.54535  0.000
H: 5.44918 2.55413 -1.84709  0.000
H: 5.78514 0.23775 -2.61860  0.000
H: 3.83236 -1.20303 -3.12837  0.000
H: 1.53678 -0.27953 -2.79807  0.000
C: 0.32900 -2.80717 -3.11457  0.001
N: -0.10496 -1.75474 -3.99297  0.002
C: 0.60446 -1.21057 -5.02807  0.001
C: -0.14475 -0.21512 -5.56151  0.001
N: -1.30843 -0.15665 -4.85238  0.002
C: -2.41074 0.73754 -5.05659  0.000
C: -1.27296 -1.09170 -3.88379  0.004
Se: -2.61608 -1.41371 -2.66699  0.037
H: 1.37264 -3.03454 -3.32231  0.000
H: -0.27953 -3.69958 -3.27330  0.000
H: 0.21393 -2.49034 -2.07412  0.000
H: 1.57766 -1.56174 -5.29804  0.000
H: 0.06662 0.44253 -6.37890  0.000
H: -2.11844 1.53050 -5.73999  0.000
H: -2.70348 1.16252 -4.09358  0.000
H: -3.26146 0.18918 -5.46792  0.000
C: -3.54506 4.91532 -2.92032  0.001
N: -3.75342 3.60165 -2.35982  0.002
C: -2.95491 2.96320 -1.48127  0.005
N: -1.98359 3.65381 -0.86103  0.002
O: -3.16854 1.75783 -1.22417  0.036
H: -3.91661 4.92691 -3.94389  0.000
H: -2.48071 5.14674 -2.94692  0.000
H: -4.07079 5.69078 -2.35889  0.000
H: -4.58527 3.10467 -2.63580  0.000
H: -1.64275 4.51523 -1.25283  0.000
H: -1.27698 3.10907 -0.38084  0.000

Forces on atoms 1 to 3 (eV/Å):
-0.016 -0.240 0.176
0.246 0.329 -0.025
-0.726 -0.301 -0.516

---

Entry 2:
Molecular formula: C27H49N7P2Tb
Method: DFT, ωB97M-V with the def2-TZVPD basis set

Computed properties:
* <S²>: 12.673
* ΔE to the lowest compared entry with this formula, charge and spin: 0.0 kJ/mol
* calculated total energy: -2947.92021 hartree
* spin multiplicity: 7
* charge: +3
* HOMO-LUMO gap (alpha / beta): 7.948 / 8.252 eV
* HOMO level (alpha / beta): -0.601 / -0.601 hartree

Each line ends with the Löwdin spin population.
Positions of all 86 atoms, in Å:
Tb: -0.29556 0.21661 -0.24311  6.128
C: 1.46843 0.58195 2.88503  0.000
C: 1.29495 2.02991 2.45106  0.000
N: 0.83184 2.22765 1.03394  -0.017
C: 1.91807 2.73340 0.15011  0.000
C: 2.77807 1.62598 -0.38858  -0.001
N: 1.97999 0.73000 -1.27021  -0.017
C: 2.81328 -0.41235 -1.75450  0.000
C: 3.03338 -1.48302 -0.68905  0.000
C: 2.05985 -2.63854 -0.79799  0.000
N: 0.62529 -2.26866 -0.54529  -0.015
C: 0.07154 -2.97357 0.64068  0.000
C: 0.39895 -2.25166 1.91882  0.000
N: -0.32624 -0.95183 1.99453  -0.016
C: 0.15544 -0.14889 3.15986  0.000
H: 2.07032 0.57847 3.79305  0.000
H: 2.06002 0.03286 2.14022  0.000
H: 2.23760 2.55948 2.58397  0.000
H: 0.57216 2.51336 3.11019  0.000
H: 0.14966 2.97134 1.06395  0.000
H: 2.54151 3.44933 0.68017  0.000
H: 1.45606 3.26602 -0.67871  0.000
H: 3.20606 1.03963 0.42228  0.000
H: 3.61298 2.05389 -0.94383  0.000
H: 1.78427 1.28636 -2.09241  0.000
H: 3.76544 -0.02123 -2.11075  0.000
H: 2.30691 -0.84449 -2.61690  0.000
H: 2.97887 -1.04598 0.31535  0.000
H: 4.04406 -1.87941 -0.78366  0.000
H: 2.35068 -3.42532 -0.10632  0.000
H: 2.12695 -3.06443 -1.79866  0.000
H: 0.09411 -2.61942 -1.32868  0.000
H: 0.47484 -3.97900 0.72042  0.000
H: -1.00791 -3.06615 0.52238  0.000
H: 1.47174 -2.05876 1.97812  0.000
H: 0.13573 -2.88354 2.76744  0.000
H: -1.28928 -1.19342 2.19769  0.000
H: 0.26571 -0.80855 4.01785  0.000
H: -0.62094 0.56859 3.41023  0.000
C: -0.06906 3.57254 -3.01249  -0.003
P: -1.14462 2.42385 -2.08074  -0.017
C: -2.40556 2.00350 -3.33492  -0.001
C: -2.06352 3.57348 -0.98204  -0.001
C: -3.23554 2.88922 -0.27286  -0.001
P: -2.75595 1.52932 0.87854  -0.015
C: -2.65937 2.39710 2.48455  -0.002
C: -4.33992 0.63223 1.02824  -0.002
H: -0.70556 4.23914 -3.59561  -0.001
H: 0.58329 3.03554 -3.70414  0.000
H: 0.54589 4.18174 -2.35008  0.000
H: -2.90757 2.91739 -3.65351  0.000
H: -3.14380 1.29602 -2.95583  0.000
H: -1.92104 1.55300 -4.20500  0.000
H: -2.42220 4.39565 -1.59913  0.000
H: -1.36643 4.01546 -0.26340  0.000
H: -3.92192 2.46173 -1.00496  0.000
H: -3.80889 3.61675 0.29942  0.000
H: -3.61492 2.88644 2.67528  0.000
H: -1.87463 3.15874 2.48341  0.000
H: -2.46483 1.69922 3.30041  0.000
H: -5.10907 1.33558 1.35682  0.000
H: -4.27788 -0.17724 1.75906  0.000
H: -4.63271 0.21121 0.06645  0.000
C: -2.75964 -1.83070 -3.61987  0.000
C: -1.83143 -1.22321 -2.81572  -0.001
N: -1.96662 -1.15786 -1.47787  -0.016
C: -3.04758 -1.71737 -0.92070  0.000
C: -4.04583 -2.34655 -1.64466  0.000
C: -3.88934 -2.38345 -3.02549  0.000
C: -5.29021 -2.85180 -1.00733  0.000
C: -5.44899 -3.54012 0.11796  0.000
C: -4.42771 -4.12191 1.02953  0.000
C: -4.83756 -4.66654 2.23337  0.000
C: -3.86889 -5.23980 3.04389  0.000
N: -2.58855 -5.31154 2.67213  0.000
C: -2.30125 -4.78515 1.48188  0.000
N: -3.13930 -4.16405 0.64925  0.000
H: -2.61225 -1.86449 -4.69310  0.000
H: -0.94674 -0.75967 -3.24388  0.000
H: -3.13070 -1.66246 0.15798  0.000
H: -4.65183 -2.85547 -3.63901  0.000
H: -6.19479 -2.61413 -1.56342  0.000
H: -6.47261 -3.78187 0.39020  0.000
H: -5.88366 -4.66368 2.52337  0.000
H: -4.12182 -5.66013 4.01374  0.000
H: -1.27203 -4.89357 1.14404  0.000

Forces on atoms 1 to 3 (eV/Å):
0.693 -1.071 0.124
-0.073 -0.036 -0.214
-0.012 0.041 -0.107

---

The highest ΔE to the lowest compared entry with this formula, charge and spin belongs to which entry?
C27H49FeN4O10P2Se